ORCA calculation (ωB97M-V with the def2-TZVPD basis set) on a molecular structure, C2H6O2Sn.

Computed properties:
Net charge = +1
Energy relative to the best compared isomer or geometry (same formula, charge and spin) = 0.8606 eV
Orbital gap (alpha / beta) = 6.0 / 6.9 eV
Lowest unoccupied orbital energy (alpha / beta) = -6.71 / -6.54 eV
2S+1 = 2
E_HOMO (alpha / beta) = -12.75 / -13.45 eV

XYZ file:
```
11
Properties=species:S:1:pos:R:3:lowdin_charge:R:1
Sn 3.4959 1.7900 -0.3422 1.0840
C -0.6537 -0.8399 0.2420 -0.2167
C -0.5579 0.5923 -0.2549 -0.2009
O 0.7536 0.7916 -0.7658 -0.2290
O 0.1061 -1.1259 1.4442 -0.0735
H -0.3029 -1.5946 -0.4619 0.1244
H -1.6985 -1.1124 0.3911 0.1223
H -0.6448 1.3713 0.5025 0.1313
H -1.3666 0.6561 -0.9829 0.1329
H 0.7599 1.5467 -1.3587 0.0400
H 0.1088 -2.0752 1.5867 0.0853
```

ORCA calculation (ωB97M-V with the def2-TZVPD basis set) on 2 unconnected molecules or ions with the total composition CH7O2.

Computed properties:
Net charge = +1
Energy relative to the best compared isomer or geometry (same formula, charge and spin) = 0.6753 eV
Orbital gap = 13.0 eV
Lowest unoccupied orbital energy = -4.16 eV
2S+1 = 1
E_HOMO = -17.15 eV

XYZ file:
```
10
Properties=species:S:1:pos:R:3:lowdin_charge:R:1
O -1.0260 -0.6836 1.7055 -0.0328
H -1.6688 -0.1581 2.2706 0.1251
H -1.1482 -1.5199 2.1382 0.0645
H 1.3206 -0.8541 -0.3580 0.2233
C 0.5409 0.8866 -1.2826 0.0805
O 0.3990 -0.5137 -0.6709 0.0375
H -0.5190 1.1438 -1.3344 0.1152
H 1.2655 0.6389 -2.0635 0.1146
H 1.0455 1.6314 -0.5895 0.1261
H -0.2095 -0.5712 0.1846 0.1459
```

ORCA calculation (ωB97M-V with the def2-TZVPD basis set) on a molecular structure, C5H8N.

Computed properties:
Net charge = +1
Energy relative to the best compared isomer or geometry (same formula, charge and spin) = 5.0951 eV
Orbital gap (alpha / beta) = 7.4 / 9.5 eV
Lowest unoccupied orbital energy (alpha / beta) = -5.07 / -4.62 eV
2S+1 = 1
E_HOMO (alpha / beta) = -12.49 / -14.16 eV

XYZ file:
```
14
Properties=species:S:1:pos:R:3:lowdin_charge:R:1
C 1.7031 -0.6447 -0.5875 -0.0098
C 1.1582 0.5934 -0.9551 0.0021
C -1.0231 0.0156 1.5721 0.1129
C 0.4713 -1.2342 -0.3982 0.0195
C -0.2243 0.1020 -0.8067 -0.2077
N -1.0351 0.7701 0.3564 0.0382
H 2.7138 -1.0027 -0.5361 0.1213
H 1.5466 1.5579 -1.2157 0.1125
H -1.6378 -0.8588 1.6258 0.0900
H -0.2864 0.2322 2.3153 0.0908
H 0.1024 -2.2199 -0.2080 0.1075
H -0.8513 0.0882 -1.6951 0.1552
H -1.9986 0.8961 0.0232 0.1840
H -0.6386 1.7048 0.5097 0.1834
```

ORCA calculation (ωB97M-V with the def2-TZVPD basis set) on 13 unconnected molecules or ions with the total composition ClH24O16.

Computed properties:
Net charge = -1
Energy relative to the best compared isomer or geometry (same formula, charge and spin) = 1.5943 eV
Orbital gap = 9.6 eV
Lowest unoccupied orbital energy = 2.51 eV
2S+1 = 1
E_HOMO = -7.05 eV

XYZ file:
```
41
Properties=species:S:1:pos:R:3:lowdin_charge:R:1
Cl -11.7830 -16.0650 12.6900 0.8549
O -13.2600 -15.8770 13.0310 -0.3619
O -11.5440 -17.5030 12.4910 -0.3693
O -11.4380 -15.2500 11.4870 -0.3254
O -10.9230 -15.5660 13.8140 -0.3367
O -14.1920 -15.5700 10.1710 -0.0409
H -13.9910 -15.1410 9.3070 0.0881
H -13.5960 -16.2480 10.2440 -0.0780
O -11.5590 -13.0530 9.2150 -0.0686
H -11.9480 -12.2050 9.3060 0.0006
H -12.0500 -13.5480 9.8990 -0.0151
O -12.8770 -12.7960 14.3350 -0.0430
H -13.3770 -12.2350 14.9280 0.0484
H -13.4710 -13.4690 13.9780 0.0068
O -13.3820 -13.2130 11.2470 -0.0878
H -12.5100 -13.1530 11.5810 -0.0451
H -13.6750 -14.1640 11.2360 0.0093
O -10.8740 -16.0990 8.7700 -0.0980
H -11.4520 -16.5090 9.4080 -0.0544
H -10.1380 -15.6450 9.2990 0.0672
O -8.7480 -16.6890 11.4250 -0.0708
H -9.3180 -17.3390 11.0140 -0.0323
H -8.1930 -17.2350 12.0500 0.0640
O -11.2270 -16.5250 16.4490 -0.0878
H -10.2890 -16.5860 16.6720 0.0220
H -11.1780 -16.3020 15.5070 -0.0278
O -12.6460 -17.6860 10.0850 -0.0573
H -12.2410 -18.0260 10.8610 -0.0121
H -13.1680 -18.4080 9.6710 0.1066
O -10.0940 -19.1160 10.7500 -0.0235
H -9.6540 -19.1080 11.5870 0.0256
H -9.3810 -19.3410 10.1750 0.0470
O -10.7590 -12.5900 12.5480 -0.0433
H -10.5490 -11.7080 12.2660 0.0337
H -11.3400 -12.5160 13.2980 -0.0140
O -15.2830 -14.3060 13.5820 -0.0225
H -15.8570 -14.5370 12.9040 0.0101
H -14.6170 -14.9680 13.5870 -0.0380
O -9.3910 -18.1680 14.8530 -0.0548
H -9.7200 -18.7730 15.5130 0.0310
H -10.1340 -18.0530 14.2600 -0.0069
```

ORCA calculation (ωB97M-V with the def2-TZVPD basis set) on 2 unconnected molecules or ions with the total composition CH8N2S.

Computed properties:
Energy relative to the best compared isomer or geometry (same formula, charge and spin) = 0.3970 eV
Orbital gap = 9.8 eV
Lowest unoccupied orbital energy = 0.89 eV
2S+1 = 1
SMILES = NCN.S
E_HOMO = -8.93 eV

XYZ file:
```
12
Properties=species:S:1:pos:R:3:lowdin_charge:R:1
N -2.5732 -0.5282 1.5443 -0.0110
C -1.1750 -0.5059 1.9977 -0.3780
N -0.2684 -0.1849 0.9209 -0.0120
H -3.0479 0.2960 1.8790 0.0507
H -3.0522 -1.3331 1.9229 0.0491
H -1.1060 0.2790 2.7285 0.0954
H -0.9024 -1.4735 2.4388 0.1016
H 0.5303 0.3331 1.2454 0.0491
H -0.0074 -0.8898 0.2557 0.0464
S 1.8837 0.7063 -2.2017 0.4655
H 1.4853 -0.5127 -2.5792 -0.2272
H 2.8964 0.1986 -1.4925 -0.2296
```

ORCA calculation (ωB97M-V with the def2-TZVPD basis set) on a molecular structure, CH5FN2.

Computed properties:
Energy relative to the best compared isomer or geometry (same formula, charge and spin) = 1.0742 eV
Orbital gap = 10.7 eV
Lowest unoccupied orbital energy = 0.96 eV
2S+1 = 1
E_HOMO = -9.72 eV

XYZ file:
```
9
Properties=species:S:1:pos:R:3:lowdin_charge:R:1
C -0.0177 0.7722 0.2796 -0.6101
N 0.9184 0.0200 -0.4591 0.0202
N -1.0679 -0.1148 0.7802 0.0294
F -0.5337 1.7790 -0.4803 -0.0032
H 0.4288 1.1839 1.2541 0.1637
H 0.4155 -0.5918 -1.5250 0.2385
H 1.5019 0.7328 -0.7438 0.0066
H -1.6077 -0.6311 0.0615 0.0778
H -0.5690 -0.6943 1.4690 0.0770
```